A structure of composition C21H44AlCl16FNO3S, computed with the ωB97M-V functional and the def2-TZVPD basis.

Values from the calculation:
- total charge = -1

Each line ends with the Löwdin charge.
Cartesian coordinates (Å):
C 3.76 2.27 -2.00  -0.213
C 3.18 0.86 -1.79  -0.253
Al 1.45 0.61 -2.73  0.100
O 1.68 -0.58 -4.02  -0.195
N 0.77 2.24 -3.25  0.085
C -0.48 2.28 -3.46  -0.504
C -1.16 1.58 -4.63  -0.106
C -1.37 3.05 -2.50  -0.105
S -0.19 -0.41 -1.31  0.604
O -0.05 0.06 0.05  -0.388
O -0.25 -1.84 -1.45  -0.385
F -1.69 0.09 -1.73  -0.279
H 4.72 2.23 -2.51  0.036
H 3.10 2.92 -2.58  0.018
H 3.92 2.76 -1.03  0.005
H 3.89 0.12 -2.17  0.043
H 3.08 0.65 -0.72  0.039
H 0.86 -1.02 -4.27  -0.058
H -1.15 2.22 -5.51  0.085
H -0.59 0.67 -4.80  -0.037
H -2.19 1.35 -4.37  0.059
H -1.16 2.70 -1.50  0.020
H -1.15 4.12 -2.55  0.073
H -2.43 2.90 -2.72  0.062
Cl -2.64 3.96 0.30  0.587
C -2.61 2.50 1.32  -0.635
C -2.60 2.83 2.79  -0.647
Cl -1.07 3.59 3.30  0.555
H -1.74 1.92 1.03  0.057
H -3.51 1.93 1.08  0.079
H -2.71 1.90 3.36  0.049
H -3.41 3.50 3.06  0.069
Cl -1.74 3.01 8.06  0.535
C -1.05 1.51 7.38  -0.654
C -1.65 1.16 6.04  -0.644
Cl -3.37 0.68 6.19  0.551
H -1.19 0.72 8.10  0.044
H 0.02 1.68 7.25  0.078
H -1.12 0.32 5.61  0.085
H -1.61 2.00 5.35  -0.001
Cl -0.69 -2.62 -8.43  0.521
C -0.43 -3.34 -6.81  -0.647
C -1.54 -3.00 -5.85  -0.660
Cl -1.53 -1.28 -5.39  0.675
H 0.53 -3.00 -6.44  0.071
H -0.39 -4.42 -6.95  0.070
H -1.40 -3.57 -4.92  0.004
H -2.51 -3.24 -6.26  0.053
Cl -4.47 -3.48 -3.81  0.564
C -4.28 -4.48 -2.35  -0.656
C -2.87 -4.40 -1.81  -0.651
Cl -1.71 -5.23 -2.88  0.566
H -4.55 -5.51 -2.59  0.058
H -4.98 -4.10 -1.61  0.072
H -2.82 -4.91 -0.85  0.018
H -2.54 -3.37 -1.68  0.062
Cl -1.58 -4.10 5.94  0.535
C -2.85 -3.91 7.18  -0.665
C -2.78 -2.57 7.85  -0.670
Cl -1.33 -2.40 8.87  0.535
H -2.74 -4.73 7.89  0.065
H -3.81 -4.02 6.67  0.072
H -3.64 -2.45 8.51  0.076
H -2.78 -1.76 7.13  0.002
Cl 2.95 4.30 0.94  0.583
C 3.81 5.82 0.62  -0.688
C 3.04 6.72 -0.31  -0.664
Cl 2.97 6.05 -1.97  0.554
H 4.79 5.57 0.22  -0.045
H 3.94 6.32 1.58  0.070
H 3.54 7.68 -0.38  0.066
H 2.02 6.87 0.03  0.065
Cl -2.20 -9.47 2.42  0.526
C -1.48 -7.91 1.94  -0.659
C -2.48 -6.99 1.30  -0.651
Cl -3.00 -7.59 -0.30  0.563
H -0.65 -8.12 1.27  0.071
H -1.09 -7.45 2.85  0.072
H -2.02 -6.02 1.14  0.073
H -3.36 -6.87 1.91  0.069
Cl 7.07 5.13 0.19  0.602
C 8.12 4.63 -1.16  -0.642
C 7.56 3.45 -1.90  -0.661
Cl 7.62 1.97 -0.90  0.551
H 9.11 4.41 -0.76  0.063
H 8.20 5.49 -1.83  0.071
H 8.15 3.26 -2.79  0.073
H 6.52 3.61 -2.19  0.055

=====

A cluster of 5 separate species, C21H44BFO5S4 in total, computed with the ωB97M-V functional and the def2-TZVPD basis.

Each line ends with the Löwdin charge.
Cartesian coordinates (Å):
C 2.07 -0.24 2.56  -0.102
C 3.04 0.28 1.50  -0.222
C 2.30 0.65 0.20  -0.225
O 1.33 1.62 0.54  -0.188
C 0.82 2.35 -0.59  -0.092
B 0.92 3.90 -0.24  -0.392
F 2.15 4.42 -0.29  0.183
C -0.28 4.86 0.10  -0.081
C -0.82 4.76 1.55  -0.197
C -0.89 3.33 2.15  -0.141
C -1.81 2.38 1.41  -0.232
C -2.94 2.82 0.75  -0.062
C -3.79 1.95 0.12  -0.093
C -3.53 0.60 0.12  -0.108
C -2.39 0.15 0.74  -0.064
C -1.56 1.03 1.37  -0.049
H 1.47 -1.07 2.14  0.062
H 1.36 0.56 2.83  0.054
H 2.60 -0.59 3.45  0.067
H 3.51 1.21 1.84  0.108
H 3.81 -0.45 1.25  0.108
H 3.06 1.03 -0.49  0.122
H 1.81 -0.27 -0.15  0.128
H 1.47 2.15 -1.46  0.115
H -0.20 2.04 -0.82  0.112
H -1.13 4.76 -0.58  0.104
H 0.08 5.90 -0.03  0.101
H -0.21 5.35 2.24  0.111
H -1.82 5.18 1.62  0.096
H 0.10 2.89 2.31  0.109
H -1.33 3.44 3.15  0.123
H -3.19 3.88 0.73  0.108
H -4.68 2.30 -0.39  0.103
H -4.18 -0.13 -0.34  0.067
H -2.18 -0.92 0.74  0.110
H -0.67 0.60 1.84  0.104
C -7.65 -2.75 0.35  -0.272
S -6.44 -1.43 0.48  0.786
O -5.25 -1.99 1.15  -0.541
C -7.35 -0.47 1.70  -0.262
H -7.27 -3.49 -0.35  0.049
H -7.81 -3.20 1.32  0.057
H -8.59 -2.34 -0.03  0.052
H -7.52 -1.08 2.59  0.059
H -8.29 -0.14 1.28  0.053
H -6.74 0.40 1.97  0.049
C 0.36 -4.72 2.50  -0.265
S 0.49 -4.36 0.74  0.806
O 0.37 -2.88 0.59  -0.561
C -1.09 -5.07 0.28  -0.262
H 1.25 -4.32 2.99  0.045
H -0.53 -4.25 2.91  0.056
H 0.32 -5.80 2.64  0.050
H -1.89 -4.58 0.84  0.057
H -1.08 -6.14 0.50  0.053
H -1.24 -4.92 -0.78  0.051
C 2.37 -7.39 -3.39  -0.271
S 2.49 -7.15 -1.61  0.815
O 1.59 -6.03 -1.24  -0.605
C 4.17 -6.51 -1.62  -0.267
H 1.36 -7.75 -3.61  0.049
H 2.53 -6.43 -3.90  0.059
H 3.10 -8.12 -3.71  0.052
H 4.21 -5.61 -2.25  0.061
H 4.85 -7.27 -2.00  0.053
H 4.44 -6.25 -0.60  0.051
C 4.15 5.34 -2.34  -0.280
S 5.20 5.10 -3.77  0.799
O 6.41 4.37 -3.31  -0.553
C 5.66 6.82 -3.97  -0.278
H 3.78 4.38 -2.01  0.034
H 4.73 5.80 -1.53  0.064
H 3.31 5.98 -2.61  0.056
H 6.14 7.18 -3.06  0.056
H 4.77 7.41 -4.19  0.050
H 6.36 6.90 -4.80  0.047

=====

A cluster of 3 separate species, C21H45BBr2F4N3O7S in total, computed with the ωB97M-V functional and the def2-TZVPD basis.

Values from the calculation:
- total charge = -1

Each line ends with the Löwdin charge.
Cartesian coordinates (Å):
C 4.51 -1.07 2.20  -0.098
C 3.22 -1.56 3.08  -0.270
N 2.14 -2.16 2.28  -0.022
B 2.39 -3.53 1.71  -0.871
C 0.94 -4.28 1.34  -0.155
C -0.25 -3.27 1.01  -0.163
C -1.32 -3.34 2.18  -0.735
F -1.79 -4.71 2.20  -0.114
Br -0.62 -2.96 3.98  0.820
C -2.63 -2.45 1.94  -0.739
F -3.16 -2.56 0.64  -0.006
F -2.47 -1.11 2.35  -0.055
Br -4.05 -3.19 3.15  0.705
C 3.26 -3.56 0.28  -0.059
C 2.69 -2.62 -0.85  -0.307
O 3.38 -1.62 -1.19  0.028
F 1.47 -2.84 -1.56  0.015
S 3.26 -4.77 2.86  0.738
C 5.07 -4.51 3.06  -0.182
O 3.07 -6.21 2.40  -0.411
O 2.59 -4.60 4.23  -0.428
H 5.03 -0.17 2.68  0.066
H 4.13 -0.72 1.19  0.064
H 5.27 -1.88 2.05  0.046
H 2.80 -0.57 3.49  0.109
H 3.55 -2.13 3.99  0.096
H 1.92 -1.46 1.56  0.101
H 1.10 -4.97 0.44  0.108
H 0.70 -4.98 2.22  0.095
H -0.78 -3.70 0.08  0.129
H 0.06 -2.22 0.72  0.118
H 3.23 -4.64 -0.11  0.122
H 4.34 -3.31 0.47  0.091
H 5.46 -5.38 3.69  0.076
H 5.29 -3.56 3.63  0.054
H 5.60 -4.49 2.05  0.066
C -3.12 3.00 4.39  -0.117
O -3.05 2.71 3.01  -0.191
C -3.71 1.49 2.65  -0.208
C -4.97 1.79 1.83  -0.197
N -6.01 2.39 2.67  -0.053
C -7.14 2.94 1.90  -0.202
C -6.85 4.09 0.94  -0.225
O -6.47 5.31 1.58  -0.185
C -5.10 5.40 1.92  -0.100
H -2.45 3.84 4.59  0.087
H -4.13 3.30 4.68  0.073
H -2.79 2.15 4.99  0.089
H -3.93 0.87 3.52  0.123
H -3.02 0.94 2.02  0.104
H -5.35 0.85 1.41  0.125
H -4.68 2.45 1.01  0.102
H -5.61 3.14 3.21  0.063
H -7.87 3.29 2.63  0.116
H -7.62 2.12 1.35  0.116
H -7.78 4.32 0.41  0.117
H -6.12 3.83 0.16  0.109
H -4.46 4.88 1.20  0.090
H -4.93 5.03 2.93  0.069
H -4.82 6.46 1.91  0.087
C 2.75 3.43 -7.02  -0.121
O 3.44 2.24 -6.71  -0.199
C 4.17 2.31 -5.49  -0.210
C 3.53 1.42 -4.42  -0.205
N 2.26 1.98 -3.96  -0.054
C 1.48 1.05 -3.14  -0.192
C 0.99 -0.24 -3.79  -0.217
O 0.02 -0.06 -4.81  -0.180
C 0.55 0.24 -6.09  -0.108
H 2.36 3.34 -8.04  0.087
H 1.90 3.59 -6.35  0.075
H 3.42 4.30 -6.98  0.084
H 4.29 3.34 -5.14  0.119
H 5.17 1.92 -5.71  0.117
H 4.21 1.34 -3.57  0.125
H 3.40 0.42 -4.85  0.103
H 1.70 2.23 -4.77  0.061
H 0.59 1.61 -2.80  0.118
H 2.05 0.80 -2.23  0.112
H 0.50 -0.83 -3.01  0.113
H 1.82 -0.87 -4.15  0.111
H 1.52 -0.24 -6.26  0.088
H 0.62 1.32 -6.23  0.067
H -0.15 -0.13 -6.84  0.085

=====

Number 1: electronic energy -9210.7916 Eh. Number 2: electronic energy -2920.1285 Eh. Number 3: electronic energy -7488.5659 Eh.